P.
48
Properties=species:S:1:pos:R:3 method="wB97M-V/def2-TZVPD" mol_weight_g_mol=638.7 orbital_gap_ev=4.9 charge=+2 lumo_energy_ev=-8.56
Pd -0.596 0.848 -0.503
Br 3.654 6.103 -3.578
C 2.391 4.828 -3.024
C 1.144 4.744 -3.684
C 0.194 3.832 -3.306
C 0.446 2.931 -2.259
O -0.506 2.072 -1.972
C 1.686 3.015 -1.593
C 2.006 2.167 -0.534
N 1.319 1.135 -0.105
C 1.798 0.349 0.975
C 3.146 0.233 1.307
C 3.567 -0.468 2.440
C 2.643 -1.036 3.283
C 1.274 -0.955 2.963
C 0.265 -1.350 3.863
C -1.052 -0.994 3.610
C -1.394 -0.524 2.365
N -0.470 -0.418 1.361
C 0.880 -0.332 1.765
C 2.652 3.993 -1.990
H 0.933 5.426 -4.498
H -0.764 3.775 -3.806
H 2.927 2.400 -0.005
H 3.890 0.701 0.675
H 4.623 -0.532 2.664
H 2.946 -1.531 4.197
H 0.531 -1.865 4.779
H -1.824 -1.117 4.356
H -2.415 -0.278 2.116
H 3.601 4.050 -1.471
Br -3.119 1.019 -0.116
C -3.285 -0.897 -0.080
C -4.549 -1.393 -0.205
C -4.724 -2.756 -0.511
C -3.633 -3.519 -0.808
C -2.321 -3.007 -0.681
C -1.206 -3.754 -1.154
C 0.041 -3.221 -1.123
C 0.270 -2.017 -0.422
C -0.761 -1.306 0.127
C -2.121 -1.701 -0.170
H -5.406 -0.737 -0.131
H -5.723 -3.159 -0.601
H -3.757 -4.531 -1.174
H -1.376 -4.736 -1.574
H 0.883 -3.752 -1.545
H 1.295 -1.735 -0.224

---

Q.
48
Properties=species:S:1:pos:R:3 method="wB97M-V/def2-TZVPD" mol_weight_g_mol=638.7 orbital_gap_ev=4.9 charge=+2 lumo_energy_ev=-8.41
Pd 0.484 -0.290 -1.005
Br -3.300 -5.185 -4.995
C -2.280 -3.796 -4.249
C -1.604 -2.900 -5.102
C -0.844 -1.876 -4.605
C -0.723 -1.688 -3.216
O 0.035 -0.692 -2.823
C -1.415 -2.577 -2.348
C -1.385 -2.476 -0.948
N -0.798 -1.545 -0.240
C -0.762 -1.584 1.172
C -1.638 -2.320 1.952
C -1.431 -2.492 3.325
C -0.323 -1.961 3.930
C 0.554 -1.150 3.179
C 1.777 -0.692 3.709
C 2.690 -0.037 2.907
C 2.280 0.384 1.663
N 1.054 0.086 1.148
C 0.274 -0.885 1.824
C -2.182 -3.641 -2.901
H -1.685 -3.034 -6.173
H -0.321 -1.200 -5.267
H -1.894 -3.264 -0.400
H -2.490 -2.807 1.498
H -2.129 -3.094 3.890
H -0.100 -2.164 4.969
H 2.007 -0.888 4.750
H 3.668 0.247 3.264
H 2.889 1.059 1.081
H -2.694 -4.320 -2.231
Br 2.609 0.897 -1.718
C 2.186 2.493 -0.735
C 2.881 3.614 -1.082
C 2.436 4.873 -0.637
C 1.248 4.963 0.026
C 0.514 3.806 0.384
C -0.784 3.943 0.939
C -1.538 2.848 1.227
C -0.955 1.568 1.154
C 0.312 1.405 0.667
C 1.047 2.515 0.115
H 3.729 3.547 -1.750
H 2.996 5.758 -0.902
H 0.831 5.930 0.274
H -1.172 4.941 1.098
H -2.548 2.941 1.599
H -1.502 0.741 1.582

---

On energetic grounds, Q is preferred over the next structure by 9.7 kcal/mol.

---

P.
11
Properties=species:S:1:pos:R:3 method="wB97M-V/def2-TZVPD" mol_weight_g_mol=123.2 orbital_gap_ev=8.5 charge=0 lumo_energy_ev=0.09
C 0.369 -0.678 0.082
C -1.307 1.354 -0.491
N 2.234 -1.367 0.246
O 2.043 -2.661 0.693
S -0.715 -1.571 0.826
S 0.412 0.786 -0.728
H -1.464 1.551 0.566
H -1.988 0.583 -0.837
H -1.423 2.262 -1.072
H 2.447 -1.459 -0.749
H 1.900 -2.591 1.649

---

Q.
11
Properties=species:S:1:pos:R:3 method="wB97M-V/def2-TZVPD" mol_weight_g_mol=123.2 orbital_gap_ev=9.0 charge=0 smiles="COC(=S)NS" lumo_energy_ev=0.40
C -0.633 -0.248 1.358
C -0.361 0.986 -0.741
H 0.443 -0.157 1.617
H -0.904 -1.233 1.031
H -1.323 0.013 2.145
H 1.104 0.531 -2.056
H 1.871 -1.579 -0.007
N 0.680 0.141 -1.197
O -1.045 0.661 0.328
S -0.713 2.391 -1.531
S 0.880 -1.506 -0.946

---

R.
11
Properties=species:S:1:pos:R:3 method="wB97M-V/def2-TZVPD" mol_weight_g_mol=123.2 orbital_gap_ev=10.1 charge=0 smiles="CSC(=O)NS" lumo_energy_ev=0.64
C -1.509 -1.624 0.214
C 0.725 0.111 0.345
H -2.349 -1.728 -0.426
H -0.742 -2.396 0.033
H -1.836 -1.525 1.219
H 2.200 1.517 0.519
H 0.430 3.012 -1.113
N 1.459 1.193 -0.124
O 1.159 -0.634 1.226
S -0.896 -0.072 -0.408
S 1.359 2.145 -1.484

---

On energetic grounds, R is preferred over the next structure by 23.0 kcal/mol.

---

P.
9
Properties=species:S:1:pos:R:3 method="wB97M-V/def2-TZVPD" mol_weight_g_mol=89.0 orbital_gap_ev=10.2 charge=0 lumo_energy_ev=-0.66
C -0.269 0.835 0.166
C -1.257 -0.138 -0.049
H 2.526 -0.330 -0.005
H -0.608 1.936 0.319
H 0.262 -1.119 0.176
N 0.938 0.736 -0.207
O 1.547 -0.590 -0.203
O -0.655 -1.349 0.067
O -2.485 0.020 -0.265

---

Q.
9
Properties=species:S:1:pos:R:3 method="wB97M-V/def2-TZVPD" mol_weight_g_mol=89.0 orbital_gap_ev=10.3 charge=0 smiles="O=CNOC=O" lumo_energy_ev=0.32
C -1.240 0.965 0.905
C 1.517 -0.975 -0.706
H -2.232 1.254 0.239
H -0.934 0.353 -0.858
H 2.527 -1.223 -0.095
N -0.613 0.096 0.064
O -0.753 1.171 2.026
O 0.515 -0.652 0.339
O 1.214 -0.988 -1.914

---

R.
9
Properties=species:S:1:pos:R:3 method="wB97M-V/def2-TZVPD" mol_weight_g_mol=89.0 orbital_gap_ev=7.8 charge=0 smiles="O=CC(=O)NO" lumo_energy_ev=-1.28
C 0.788 -0.292 0.002
C 0.636 1.191 0.238
H -1.632 0.475 -0.247
H -0.465 -2.046 -0.128
H 1.484 1.674 0.615
N -0.430 -0.991 -0.189
O -1.753 -0.651 0.168
O 1.810 -0.876 -0.122
O -0.437 1.518 -0.338

---

S.
9
Properties=species:S:1:pos:R:3 method="wB97M-V/def2-TZVPD" mol_weight_g_mol=89.0 orbital_gap_ev=10.7 charge=0 lumo_energy_ev=0.28
C 1.604 0.918 1.629
C 0.918 -0.084 0.797
N -1.719 -1.077 -1.806
O -1.695 -2.213 -1.423
O -2.608 -0.491 -2.360
O 0.410 1.081 0.853
H 1.459 0.940 2.698
H 2.465 1.440 1.233
H -0.834 -0.515 -1.622

---

On energetic grounds, P is preferred over the next structure by 6.7 kcal/mol.

---

P.
9
Properties=species:S:1:pos:R:3 method="wB97M-V/def2-TZVPD" mol_weight_g_mol=89.0 orbital_gap_ev="10.7 / 6.2" charge=0 lumo_energy_ev="0.17 / -1.68"
C 1.474 0.509 0.249
C 0.932 -0.729 -0.262
N -2.961 -0.126 -0.212
O -3.121 0.858 0.441
O -2.002 -0.679 -0.671
O 1.628 -0.702 0.897
H 2.385 0.927 -0.001
H 0.820 1.286 0.683
H 0.845 -1.344 -1.124

---

Q.
9
Properties=species:S:1:pos:R:3 method="wB97M-V/def2-TZVPD" mol_weight_g_mol=89.0 orbital_gap_ev=11.8 charge=0 smiles="O=[N+]([O-])O.C#C" lumo_energy_ev=0.53
C -2.162 0.128 -0.491
C -1.436 1.077 -0.811
N 1.815 -0.498 0.849
O 2.584 -1.198 1.396
O 0.867 -1.081 -0.015
O 1.666 0.680 0.831
H -2.654 -0.745 -0.283
H 0.405 -0.382 -0.460
H -1.084 2.018 -1.017

---

On energetic grounds, Q is preferred over the next structure by 25.8 kcal/mol.

---

P.
9
Properties=species:S:1:pos:R:3 method="wB97M-V/def2-TZVPD" mol_weight_g_mol=89.0 orbital_gap_ev="8.8 / 6.8" charge=0 lumo_energy_ev="-0.96 / -1.56"
C -1.826 -0.559 -0.398
C 0.109 0.511 0.199
N 1.273 -0.516 0.164
O 0.952 -1.672 0.317
O 2.351 -0.013 -0.167
O 0.361 1.702 -0.128
H -2.611 0.049 0.147
H -1.836 -1.612 -0.109
H 1.227 2.110 -0.025

---

Q.
9
Properties=species:S:1:pos:R:3 method="wB97M-V/def2-TZVPD" mol_weight_g_mol=89.0 orbital_gap_ev="5.2 / 10.9" charge=0 lumo_energy_ev="-2.33 / 0.51"
C 1.162 0.550 0.276
C 1.052 -0.736 -0.458
N -2.623 -0.199 -0.078
O -2.784 0.908 0.379
O -1.541 -0.615 -0.441
O 1.317 -0.728 0.855
H 2.014 1.114 0.202
H 0.263 1.037 0.582
H 1.139 -1.330 -1.316

---

On energetic grounds, Q is preferred over the next structure by 46.9 kcal/mol.

---

P.
9
Properties=species:S:1:pos:R:3 method="wB97M-V/def2-TZVPD" mol_weight_g_mol=70.1 orbital_gap_ev=9.1 charge=+1 lumo_energy_ev=-5.30
C -1.175 -1.055 -0.069
C -0.391 1.439 -0.028
C 1.115 -0.358 -0.058
N 0.631 0.815 -0.038
O -1.722 -0.058 -0.050
H -0.932 -2.073 0.102
H -0.607 2.498 -0.012
H 1.308 -0.671 1.074
H 1.772 -0.537 -0.919

---

Q.
9
Properties=species:S:1:pos:R:3 method="wB97M-V/def2-TZVPD" mol_weight_g_mol=70.1 orbital_gap_ev=10.0 charge=+1 lumo_energy_ev=-6.77
C 0.946 0.478 -0.691
C -1.145 -0.292 -0.337
C -0.878 -0.771 0.817
N 1.172 0.211 0.507
O -0.221 0.256 -1.228
H 1.639 1.043 -1.301
H -2.063 -0.247 -0.911
H -1.062 -0.984 1.816
H 1.612 0.308 1.328

---

R.
9
Properties=species:S:1:pos:R:3 method="wB97M-V/def2-TZVPD" mol_weight_g_mol=70.1 orbital_gap_ev=9.4 charge=+1 lumo_energy_ev=-6.33
C -1.038 -0.644 0.056
C 1.509 -0.660 -0.054
C 0.784 0.319 -0.064
N -1.939 0.103 -0.048
O 0.252 1.505 0.106
H -0.906 -1.714 0.114
H 0.510 2.176 -0.454
H 1.754 -1.735 0.089
H -2.062 1.036 0.102

---

S.
9
Properties=species:S:1:pos:R:3 method="wB97M-V/def2-TZVPD" mol_weight_g_mol=70.1 orbital_gap_ev=10.0 charge=+1 lumo_energy_ev=-7.70
C 1.891 -0.051 0.239
C -1.001 0.350 0.013
C -0.237 -0.818 -0.098
N 2.586 0.857 0.393
O 1.034 -0.961 -0.053
H -2.032 0.174 0.161
H -0.547 1.104 0.694
H -0.993 1.002 -0.902
H -0.700 -1.657 -0.447

---

On energetic grounds, S is preferred over the next structure by 8.6 kcal/mol.